[1]
A molecular structure, C21H16FMoO3, computed with ωB97M-V/def2-TZVPD.

Computed properties:
Energy above the lowest of the compared OMol25 structures with the same formula, charge and spin, kcal/mol: 0.0
LUMO level, eV: -14.66
Total energy, Ha: -1202.331934
Orbital gap, eV: 3.78
HOMO, eV: -18.4

Geometry as ORCA input:
```
! RIJCOSX wB97M-V def2-TZVPD def2/J DEFGRID3
* xyz 3 1
O -2.8449 3.2155 2.7259
C -1.8963 2.6067 2.4479
Mo -0.3328 1.3943 1.7899
C -1.5285 -0.2339 2.2667
O -2.3833 -0.9187 2.6466
C -1.0546 1.6955 -0.1690
O -1.6293 2.2101 -1.0739
H -0.5008 0.0141 0.4135
C 1.8672 1.4955 1.4196
C 1.3583 2.8214 1.6662
C 0.8095 2.8445 3.0006
C 0.9889 1.5338 3.5803
C 1.6411 0.7043 2.6012
H 2.3369 1.1636 0.4937
H 1.3976 3.6996 1.0144
H 0.4577 3.7242 3.5319
H 0.7394 1.2885 4.6186
H 1.8960 -0.3509 2.7500
F 5.2576 -0.8416 -1.5633
C 3.9205 -1.0982 -1.4289
C 3.5020 -2.1511 -0.6019
C 2.1396 -2.2952 -0.3410
C 1.1694 -1.3612 -0.8582
C -0.2169 -1.4844 -0.4024
C -1.4177 -1.3200 -1.2227
C -2.5551 -2.1431 -0.9523
C -3.7884 -1.8443 -1.5163
C -3.9506 -0.7710 -2.4171
C -2.8252 -0.0621 -2.8504
C -1.5839 -0.3838 -2.2971
C 1.6604 -0.3992 -1.8042
C 3.0270 -0.2454 -2.0912
H 4.2325 -2.8342 -0.1784
H 1.7852 -3.1810 0.2084
H -0.3604 -1.9813 0.6225
H -2.4415 -3.0454 -0.3286
H -4.6631 -2.4573 -1.2823
H -4.9339 -0.4994 -2.8315
H -2.9109 0.7186 -3.6364
H -0.7124 0.0623 -2.7640
H 0.9559 0.2098 -2.3782
H 3.3879 0.5007 -2.8086
*
```

---

[2]
3 unconnected molecules or ions with the total composition C12H15ClF7NO7PS, computed with ωB97M-V/def2-TZVPD.

Computed properties:
LUMO level, eV: 2.51
Total energy, Ha: -2946.585578
Orbital gap, eV: 7.55
HOMO, eV: -5.0

Geometry as ORCA input:
```
! RIJCOSX wB97M-V def2-TZVPD def2/J DEFGRID3
* xyz -1 1
O 3.5359 -0.2812 3.3707
C 2.4722 0.0576 2.9662
F 2.2962 1.2074 2.2830
C 1.1769 -0.7553 3.1592
N 0.2201 0.1250 3.8249
C -1.1681 -0.0940 3.4629
Cl -2.1475 0.4342 4.8985
P -1.6390 -1.9166 3.2215
S -1.1615 -3.0656 4.7393
C -1.6019 0.8126 2.2221
O -0.9102 0.6859 1.1850
O -2.5594 1.5842 2.3922
H 1.4278 -1.5842 3.8323
H 0.8659 -1.0591 2.1544
H 0.3497 0.1614 4.8261
H -2.9765 -1.9761 2.9537
H -0.9631 -2.3582 2.0651
C 3.5185 1.1984 -0.3934
C 3.2843 2.1931 -1.5078
O 4.4907 2.4202 -2.2742
C 4.7900 1.5027 -3.1796
O 4.1581 0.5137 -3.4147
C 6.0639 1.9107 -3.9328
F 7.0313 2.3205 -3.0996
F 5.8189 2.9218 -4.7837
F 6.5613 0.9011 -4.6490
H 4.3486 1.5175 0.2383
H 2.6281 1.0987 0.2164
H 3.7765 0.2157 -0.7911
H 3.0072 3.1577 -1.0871
H 2.4724 1.8782 -2.1625
C -3.8406 -0.9974 -3.6584
C -5.0597 -0.9328 -2.7617
O -4.8082 -1.5657 -1.4993
C -4.1236 -0.8301 -0.6127
O -3.7208 0.2734 -0.7947
C -3.9723 -1.6156 0.6972
F -3.5862 -2.8851 0.4841
F -5.1300 -1.6689 1.3712
F -3.0666 -1.0693 1.5175
H -3.5070 -2.0297 -3.7755
H -4.0664 -0.5836 -4.6417
H -3.0092 -0.4368 -3.2314
H -5.8835 -1.4809 -3.2178
H -5.3933 0.0944 -2.6132
*
```

---

[3]
2 unconnected molecules or ions with the total composition C2H4ClI, computed with ωB97M-V/def2-TZVPD.

Computed properties:
Energy above the lowest of the compared OMol25 structures with the same formula, charge and spin, kcal/mol: 14.6
LUMO level, eV: 0.59
Total energy, Ha: -836.454945
Orbital gap, eV: 9.79
HOMO, eV: -9.2
SMILES string: C=CI.Cl

Geometry as ORCA input:
```
! RIJCOSX wB97M-V def2-TZVPD def2/J DEFGRID3
* xyz 0 1
C 1.5703 -1.1423 0.1391
C 0.7482 -0.1526 -0.1285
I -0.0623 0.2040 -2.0396
H 1.8916 -1.8520 -0.6042
H 1.9570 -1.2759 1.1365
H 0.4148 0.5647 0.6008
Cl -3.6077 1.3501 0.2059
H -2.9119 2.3040 0.6898
*
```